Record 1
Entry from the OMol25 dataset: a 2-piece molecular cluster, C9H14O6 overall in a non-equilibrium geometry (wB97M-V/def2-TZVPD).

```
29
Properties=species:S:1:pos:R:3:forces:R:3:lowdin_charge:R:1
C 7.148 -1.061 -1.011 -0.049 -0.059 -0.029 -0.087
C 5.822 -0.423 -0.598 -0.143 -0.100 -0.076 -0.191
C 5.483 -0.662 0.864 0.231 -1.812 0.510 -0.454
C 4.027 -0.366 1.204 -0.724 -0.355 -1.189 -0.028
C 3.689 -0.760 2.599 -0.578 0.440 0.796 -0.171
C 4.600 -0.115 3.625 0.317 -0.623 0.475 -0.443
C 5.943 0.369 3.071 -0.094 -0.278 -0.311 0.036
C 6.348 0.118 1.818 0.028 0.134 0.669 0.009
C 4.776 -0.878 4.943 -0.038 0.048 -0.306 0.014
O 3.795 1.079 3.814 0.548 -0.197 -0.985 -0.109
O 2.520 0.767 4.252 -1.750 -1.226 0.795 -0.182
O 2.549 -1.232 2.971 2.422 0.370 -1.750 0.109
O 5.746 -2.133 1.146 0.880 2.581 1.084 -0.013
H 7.316 -0.884 -2.078 0.111 0.001 0.187 0.076
H 7.981 -0.634 -0.438 -0.118 -0.129 -0.222 0.074
H 7.134 -2.144 -0.831 0.039 0.394 -0.079 0.076
H 5.848 0.652 -0.796 -0.085 0.039 0.016 0.125
H 4.995 -0.841 -1.191 0.186 0.084 -0.046 0.119
H 3.879 0.734 1.095 -0.126 -0.656 0.301 0.176
H 3.345 -0.857 0.489 0.175 0.116 0.244 0.144
H 2.232 -0.443 3.746 0.730 2.279 1.127 0.115
H 6.569 0.900 3.809 -0.394 -0.186 -0.586 0.133
H 7.295 0.491 1.419 -0.186 -0.178 0.393 0.120
H 5.267 -1.849 4.762 -0.236 0.362 0.081 0.101
H 5.406 -0.272 5.612 -0.261 -0.221 -0.160 0.096
H 3.785 -1.017 5.392 0.374 -0.055 0.010 0.087
H 5.104 -2.654 0.711 -1.257 -0.784 -0.945 0.068
O 4.943 -6.850 3.464 0.758 2.439 -0.514 0.002
O 5.302 -5.697 3.221 -0.759 -2.426 0.510 -0.002
```
Forces are in eV/Å.

As for the max |F|: 3.01 eV/A. Its energy above the lowest of the compared OMol25 structures with the same formula, charge and spin is 822.1 kJ/mol. The value obtained for the HOMO energy (spin up / spin down) is -8.56 / -8.56 eV.

=====

Record 2
Entry from the OMol25 dataset: a 4-piece molecular cluster, C21H52NPS overall (wB97M-V/def2-TZVPD).

```
76
Properties=species:S:1:pos:R:3:forces:R:3:lowdin_charge:R:1
H -0.132 -1.738 1.511 -0.021 -0.195 0.008 0.045
N -0.658 -1.253 0.785 0.067 0.261 -0.001 0.137
C -0.575 0.001 0.987 -0.048 -0.007 0.086 -0.548
C -1.266 0.955 0.035 0.467 -0.335 0.207 -0.063
C 0.249 0.644 2.051 0.003 0.093 -0.359 -0.341
P 1.858 1.336 1.200 -0.775 -0.342 0.205 0.511
S 3.710 2.144 0.263 0.675 0.178 0.048 0.275
H -2.338 0.838 0.159 -0.157 0.158 -0.176 0.084
H -0.962 1.978 0.234 -0.199 0.192 0.020 0.045
H -0.970 0.709 -0.982 -0.220 -0.044 -0.165 0.078
H -0.279 1.508 2.455 0.011 0.035 0.225 0.073
H 0.492 -0.054 2.850 0.110 -0.082 0.043 0.069
H 2.597 1.114 2.372 0.168 0.211 -0.066 -0.019
H 1.785 0.327 0.223 0.103 0.021 -0.037 -0.002
H 1.223 2.569 0.989 0.031 0.003 -0.020 -0.029
H 3.410 1.971 -1.028 -0.198 -0.047 -0.064 -0.237
C 7.861 -1.318 4.437 -0.073 -0.011 0.027 -0.112
C 6.788 -2.376 4.195 0.080 0.005 0.006 -0.272
C 6.791 -2.932 2.772 -0.027 -0.008 -0.014 -0.230
C 6.518 -1.897 1.679 0.035 0.015 0.032 -0.226
C 5.201 -1.139 1.823 -0.101 -0.088 -0.086 -0.278
C 3.975 -2.048 1.757 0.087 0.091 0.063 -0.104
H 7.720 -0.446 3.797 0.005 0.003 -0.008 0.065
H 7.841 -0.972 5.471 0.019 0.002 0.004 0.068
H 8.856 -1.722 4.239 0.012 0.008 -0.024 0.075
H 5.806 -1.960 4.434 -0.017 -0.012 -0.009 0.096
H 6.943 -3.205 4.891 -0.021 0.001 0.014 0.103
H 6.054 -3.738 2.705 0.000 -0.002 -0.008 0.100
H 7.761 -3.398 2.575 0.008 -0.002 0.014 0.109
H 6.528 -2.406 0.710 -0.011 0.006 -0.011 0.110
H 7.338 -1.175 1.645 0.009 -0.004 0.002 0.102
H 5.132 -0.400 1.023 0.019 0.047 0.023 0.062
H 5.192 -0.572 2.760 0.015 -0.001 0.005 0.098
H 3.950 -2.591 0.810 -0.015 -0.040 0.008 0.080
H 3.048 -1.474 1.832 -0.014 -0.011 -0.002 0.036
H 3.971 -2.779 2.568 -0.032 -0.022 -0.012 0.067
C -3.678 6.317 -3.521 0.031 -0.047 -0.052 -0.111
C -3.290 4.844 -3.603 -0.066 0.047 0.034 -0.269
C -2.774 4.274 -2.283 0.037 -0.031 0.005 -0.230
C -1.506 4.945 -1.749 -0.018 0.027 -0.009 -0.228
C -0.313 4.924 -2.704 0.018 -0.051 0.049 -0.265
C 0.162 3.516 -3.049 0.015 0.072 -0.016 -0.106
H -2.825 6.947 -3.262 0.001 0.006 0.006 0.064
H -4.067 6.672 -4.476 -0.014 0.011 0.005 0.069
H -4.452 6.474 -2.766 0.009 0.011 0.023 0.075
H -2.542 4.707 -4.388 0.009 -0.021 0.002 0.098
H -4.163 4.264 -3.912 0.010 -0.012 -0.023 0.104
H -2.601 3.201 -2.403 0.019 0.000 0.011 0.096
H -3.559 4.367 -1.525 -0.017 0.005 -0.009 0.110
H -1.220 4.453 -0.813 0.017 -0.001 0.002 0.097
H -1.727 5.983 -1.484 -0.013 -0.003 0.012 0.101
H 0.509 5.473 -2.240 0.009 0.012 -0.017 0.105
H -0.557 5.463 -3.623 -0.020 0.012 0.008 0.099
H 0.448 2.977 -2.142 -0.013 -0.041 -0.007 0.057
H 1.032 3.549 -3.707 0.011 -0.028 0.010 0.071
H -0.612 2.939 -3.556 -0.001 -0.016 0.013 0.068
C -5.510 -5.103 1.013 0.017 0.069 0.025 -0.113
C -5.757 -3.686 0.503 -0.040 -0.062 0.008 -0.272
C -5.813 -3.587 -1.020 0.001 0.021 -0.016 -0.232
C -4.525 -3.997 -1.737 0.012 -0.020 0.016 -0.231
C -3.281 -3.218 -1.311 -0.030 0.007 -0.046 -0.268
C -3.371 -1.722 -1.582 -0.028 -0.045 -0.020 -0.111
H -4.549 -5.491 0.673 0.004 -0.006 -0.006 0.064
H -5.506 -5.130 2.104 -0.008 -0.016 0.003 0.067
H -6.289 -5.783 0.664 0.008 -0.017 -0.020 0.074
H -4.985 -3.018 0.894 0.003 0.017 -0.013 0.097
H -6.705 -3.323 0.909 0.008 0.017 0.013 0.103
H -6.074 -2.562 -1.298 0.005 0.002 -0.009 0.099
H -6.631 -4.215 -1.387 -0.009 -0.004 0.015 0.108
H -4.674 -3.870 -2.814 0.010 0.006 -0.007 0.108
H -4.346 -5.065 -1.583 -0.012 -0.002 0.002 0.099
H -2.417 -3.623 -1.844 0.017 -0.003 0.015 0.106
H -3.078 -3.379 -0.249 0.014 -0.011 0.004 0.095
H -3.531 -1.526 -2.646 -0.041 0.001 0.006 0.077
H -2.450 -1.232 -1.277 0.052 0.011 0.016 0.028
H -4.193 -1.260 -1.029 0.000 0.005 -0.011 0.067
```
Forces are in eV/Å.

Its SMILES is [H]/N=C(/C)C[PH3]S.CCCCCC.CCCCCC.CCCCCC. As for the max |F|: 0.87 eV/A. The value obtained for the HOMO energy is -8.94 eV.

=====

Record 3
Entry from the OMol25 dataset: an isolated ion of composition C4H7N2O4 and charge +1 in a non-equilibrium geometry (wB97M-V/def2-TZVPD).

```
17
Properties=species:S:1:pos:R:3:forces:R:3:lowdin_charge:R:1
O -0.490 2.880 -0.324 0.419 0.389 -0.334 0.313
C 0.085 1.901 -0.156 -1.902 0.156 0.828 -0.162
N 1.141 1.213 0.114 -1.398 -1.564 -2.291 -0.107
O 2.197 1.935 0.398 2.886 1.565 1.578 0.127
C 1.071 -0.250 0.260 1.439 -0.999 1.016 -0.049
C -0.308 -0.666 -0.176 0.235 1.754 0.208 -0.094
N -1.275 0.387 0.243 2.387 -1.235 0.824 -0.149
O -1.425 0.246 1.642 -2.483 0.483 -0.790 0.061
C -2.435 0.568 -0.538 0.637 0.970 -0.524 -0.245
O -3.501 0.771 -0.086 -0.903 -0.238 0.790 0.183
H 2.650 2.384 -0.345 -0.586 -0.688 -0.274 0.177
H 1.115 -0.384 1.371 0.419 -0.289 -0.944 0.153
H 1.873 -0.946 -0.281 -1.433 2.193 1.047 0.201
H -0.377 -0.769 -1.225 -0.133 -0.367 -1.176 0.133
H -0.438 -1.537 0.378 -1.080 -1.794 0.421 0.127
H -2.443 0.265 1.732 1.686 0.083 0.229 0.168
H -2.129 0.741 -1.568 -0.189 -0.422 -0.607 0.163
```
Forces are in eV/Å.

Its SMILES is O=C=[N+](O)CCN(O)C=O. As for the net charge: +1. As for the max |F|: 3.64 eV/A. Its energy above the lowest of the compared OMol25 structures with the same formula, charge and spin is 0.0 kJ/mol. The value obtained for the HOMO energy is -15.05 eV.